## 1
Below is a cluster of 2 separate species, CH4O2 in total, with properties calculated with ωB97M-V/def2-TZVPD.

Properties
**HOMO energy**: -10.824 eV
**E_LUMO**: 0.10 eV
**Total charge**: 0
**Orbital gap**: 10.93 eV
**Structure (SMILES)**: C=O.O

Last column: Mulliken charge in e.
Positions of all 7 atoms, in Å:
C -0.9631 1.3173 0.1231  -0.040
H 1.1874 -2.2796 -0.7637  0.307
H 1.0941 -1.0333 0.1148  0.358
H -1.4449 1.7696 -0.7563  0.241
H -0.8658 1.9321 1.0453  0.218
O 1.6632 -1.8331 -0.0631  -0.643
O -0.6709 0.1270 0.2999  -0.442

***

## 2
Below is a cluster of 2 separate species, CH4O2 in total, with properties calculated with ωB97M-V/def2-TZVPD.

Properties
**HOMO energy**: -10.806 eV
**E_LUMO**: 0.36 eV
**Total charge**: 0
**Orbital gap**: 11.16 eV
**Structure (SMILES)**: C=O.O

Last column: Mulliken charge in e.
Positions of all 7 atoms, in Å:
O 1.0226 0.3241 -0.5726  -0.404
C 0.0000 0.0000 0.0000  -0.074
H -0.9985 0.1039 -0.4875  0.227
H 0.0125 -0.4036 1.0404  0.216
O 4.1887 0.5033 -0.5265  -0.653
H 4.3036 0.9530 0.3412  0.309
H 3.2193 0.3512 -0.6006  0.380

***

Energy ordering: 2 at the bottom, the next structure 0.185 eV above.

***

## 1
Below is a cluster of 2 separate species, Br2H2O2Si in total, with properties calculated with ωB97M-V/def2-TZVPD.

Properties
**HOMO energy**: -11.067 eV
**E_LUMO**: -1.00 eV
**Total charge**: 0
**Orbital gap**: 10.07 eV
**Structure (SMILES)**: O=[Si](Br)Br.O

Last column: Mulliken charge in e.
Positions of all 7 atoms, in Å:
O -0.4862 0.6292 1.8275  -0.601
O -0.9704 -0.4633 -2.0032  -0.416
Si 0.4285 -0.4074 -1.4527  0.662
Br 2.1041 1.0814 -1.6743  -0.141
Br 0.9939 -2.0345 -0.0749  -0.099
H -0.8184 0.6381 0.9467  0.283
H -1.2515 0.5565 2.4309  0.311

***

## 2
Below is the molecule Br2H2O2Si, with properties calculated with ωB97M-V/def2-TZVPD.

Properties
**HOMO energy**: -10.532 eV
**E_LUMO**: 0.04 eV
**Total charge**: 0
**Orbital gap**: 10.57 eV
**Structure (SMILES)**: O[Si](O)(Br)Br

Last column: Mulliken charge in e.
Positions of all 7 atoms, in Å:
O 1.3189 0.3261 1.0043  -0.411
O -0.6696 -0.3963 -0.5538  -0.453
Si 0.2918 -0.8694 0.6978  0.635
Br 1.4637 -2.8307 0.2195  -0.259
Br -1.1072 -1.4064 2.4076  -0.207
H 1.5893 0.8986 0.2648  0.346
H -0.6606 -0.7386 -1.4948  0.349

***

Energy ordering: 2 at the bottom, the next structure 2.915 eV above.

***

## 1
Below is a cluster of 3 separate species, C3H12NO4 in total, with properties calculated with ωB97M-V/def2-TZVPD.

Properties
**HOMO energy**: -3.775 eV
**E_LUMO**: 3.97 eV
**Total charge**: -1
**Orbital gap**: 7.74 eV

Last column: Mulliken charge in e.
Positions of all 20 atoms, in Å:
C 0.7050 -1.7281 -0.0988  -0.417
C 1.4152 -0.6262 -0.8936  0.047
O 2.2727 0.0876 -0.0064  -0.569
N -0.7477 -1.6063 -0.1148  -0.431
C -1.3764 -0.7491 0.9118  -0.478
O -1.3712 0.5929 0.5602  -0.936
H 0.8711 -1.5393 0.9847  0.258
H 1.0502 -2.7058 -0.3955  0.290
H 1.9146 -0.9915 -1.7890  0.252
H 0.6998 0.0844 -1.2778  0.050
H 2.0123 1.0019 0.1208  0.327
H -1.1850 -1.3083 -0.9953  0.244
H -2.4528 -1.0569 0.9448  0.209
H -0.7516 -0.7680 1.8428  0.281
H -0.0776 1.5745 1.9795  0.340
H 0.0322 2.2070 0.6556  0.281
O 0.4238 2.2658 1.5290  -0.690
H -0.6560 2.3356 -1.2529  0.297
H -1.5364 1.1724 -0.9581  0.364
O -1.2423 1.7572 -1.7470  -0.719

***

## 2
Below is a cluster of 3 separate species, C3H12NO4 in total, with properties calculated with ωB97M-V/def2-TZVPD.

Properties
**HOMO energy**: -3.752 eV
**E_LUMO**: 3.64 eV
**Total charge**: -1
**Orbital gap**: 7.39 eV

Last column: Mulliken charge in e.
Positions of all 20 atoms, in Å:
C 0.0867 -0.3866 1.9856  -0.840
O 0.0755 1.0250 2.2933  -0.543
C -0.3736 -0.6178 0.5259  0.816
C 0.8885 -0.7560 -0.3401  -0.503
O 0.5805 -1.1750 -1.6175  -0.983
N -1.2550 -1.7027 0.3481  -0.752
H -0.7128 -0.6423 2.6794  0.300
H 1.0024 -0.8642 2.1246  0.360
H -0.9237 0.3984 0.3356  -0.119
H 1.3939 0.2610 -0.4991  0.151
H 1.6758 -1.3388 0.2771  0.284
H 0.2746 0.0423 -2.4961  0.439
H -1.3415 -1.7913 -0.6959  0.336
H -0.8228 -2.6066 0.7640  0.257
H 0.9917 1.4224 2.1276  0.311
H -0.0502 2.3142 -0.0120  0.311
O -0.0593 2.7689 -0.8737  -0.716
H -0.1702 2.0847 -1.5367  0.425
H -1.0579 0.7257 -2.5432  0.294
O -0.2026 0.8388 -2.8466  -0.829

***

## 3
Below is a cluster of 4 separate species, C3H12NO4 in total, with properties calculated with ωB97M-V/def2-TZVPD.

Properties
**HOMO energy**: -4.298 eV
**E_LUMO**: -0.90 eV
**Total charge**: -1
**Orbital gap**: 3.40 eV

Last column: Mulliken charge in e.
Positions of all 20 atoms, in Å:
C 0.8255 -0.0110 1.2915  -0.302
C -0.1249 0.0381 2.3397  -0.475
O -3.5532 0.1057 -1.6247  -0.985
N 0.0416 -0.9987 0.0846  -0.306
C -1.2299 -0.4263 -0.3221  -0.312
O -1.0759 0.6147 -1.2535  -0.498
H 1.8259 -0.4751 1.2540  0.327
H 0.8649 0.8846 0.6638  0.385
H -0.3307 0.9947 2.7873  0.274
H -0.2595 -0.8302 2.9747  0.282
H -4.3438 -0.1434 -2.1072  0.144
H -0.2327 -1.5128 0.9266  0.315
H -1.8803 -1.1591 -0.8192  0.384
H -1.7854 0.0938 0.4792  0.154
H -1.9651 0.6557 -1.6773  0.396
H 3.3433 2.1710 -0.1235  0.153
O 2.7836 1.6285 -0.6736  -0.916
H 2.7709 0.1765 -1.3005  0.425
H 1.6991 -1.0078 -1.4120  0.298
O 2.6265 -0.7989 -1.4878  -0.743

***

Energy ordering: 1 at the bottom, the next structure 0.083 eV above.

***

## 1
Below is the molecule C3H4, with properties calculated with ωB97M-V/def2-TZVPD.

Properties
**HOMO energy**: -9.723 eV
**E_LUMO**: 0.98 eV
**Total charge**: 0
**Orbital gap**: 10.70 eV
**Structure (SMILES)**: C=C=C

Last column: Mulliken charge in e.
Positions of all 7 atoms, in Å:
C 0.0168 0.4245 1.2370  -0.522
C -0.1703 -0.0921 0.0183  0.213
C 0.0487 -0.3446 -1.2284  -0.651
H 0.9625 -0.0600 1.8341  0.217
H -0.7576 1.1983 1.4533  0.244
H -0.3272 -1.2282 -1.4825  0.267
H 0.7505 0.1636 -1.9664  0.232

***

## 2
Below is the molecule C3H4, with properties calculated with ωB97M-V/def2-TZVPD.

Properties
**HOMO energy (spin up / spin down)**: -8.352 / -8.350 eV
**E_LUMO (spin up / spin down)**: -0.62 / -0.61 eV
**Total charge**: 0
**Orbital gap (spin up / spin down)**: 7.73 / 7.74 eV

Last column: Mulliken charge in e.
Positions of all 7 atoms, in Å:
C -0.9609 0.1685 -0.4498  -0.625
C 0.2035 0.0021 0.1962  0.127
C 1.3274 -0.7430 0.5424  -0.362
H -1.5326 1.0678 -0.2346  0.225
H 0.1549 0.6604 1.0832  0.221
H -1.4208 -0.5957 -1.0618  0.228
H 2.2286 -0.5600 -0.0756  0.185

***

## 3
Below is a cluster of 2 separate species, C3H4 in total, with properties calculated with ωB97M-V/def2-TZVPD.

Properties
**HOMO energy (spin up / spin down)**: -9.608 / -9.768 eV
**E_LUMO (spin up / spin down)**: -1.78 / -1.28 eV
**Total charge**: 0
**Orbital gap (spin up / spin down)**: 7.83 / 8.49 eV

Last column: Mulliken charge in e.
Positions of all 7 atoms, in Å:
C -2.1506 0.0245 0.2205  -0.293
C -0.9565 -0.2943 0.2157  -0.343
C 1.5208 0.1101 -0.2224  -0.523
H -3.0743 -0.1980 0.6135  0.279
H 1.7778 1.0675 -0.7749  0.256
H 1.4676 0.1500 0.7931  0.339
H 1.4151 -0.8599 -0.8455  0.285

***

Energy ordering: 1 at the bottom, the next structure 2.126 eV above.